A molecular structure, C7H16AlClIN2O3P at a distorted geometry. Source: the OMol25 dataset; level of theory: wB97M-V/def2-TZVPD.

```
32
Properties=species:S:1:pos:R:3:forces:R:3
C -2.27277 1.06100 -2.60971 -0.23 0.24 -0.30
C -1.86994 -0.15177 -1.86059 -0.19 -3.23 -3.54
H -2.52353 0.77166 -3.63796 0.11 -0.01 0.28
H -1.45159 1.79115 -2.63604 -0.20 -0.12 0.08
H -3.15011 1.53100 -2.14433 0.21 0.01 0.01
O -1.50897 -1.22440 -2.35828 -0.55 2.94 1.88
I -2.96449 2.68407 2.12461 -0.26 -0.04 -0.59
Al -1.34870 1.51688 0.66213 1.10 1.55 2.38
P 0.96623 -0.32270 -1.00349 3.92 -1.72 -0.53
C 1.00784 -2.08222 -0.50304 -1.25 0.08 0.60
C 1.56206 -0.45533 -2.73532 -1.36 0.94 -0.45
H 2.47968 1.38525 -0.23935 0.33 -0.19 0.08
H 3.36313 -0.09347 -0.76134 -0.30 -0.02 0.02
H 2.54433 -0.03370 0.84154 0.01 0.17 -0.33
C 2.49913 0.29002 -0.20469 -0.78 0.99 0.57
H 1.63774 0.55731 -3.14974 0.15 -0.26 -0.11
H 2.54436 -0.94333 -2.73714 -0.24 0.09 0.29
H 1.62809 -2.63691 -1.21763 -0.13 0.26 0.02
H -0.01794 -2.46580 -0.53251 0.31 -0.37 0.04
H 0.83704 -1.02889 -3.32268 0.24 0.08 0.01
H 1.41382 -2.17554 0.51117 -0.20 0.02 -0.26
C -2.03609 -0.11554 -0.34393 -1.89 -3.27 3.27
O -2.52823 -0.95353 0.38870 1.51 2.58 -2.69
Cl -0.14507 2.79865 -0.53938 -0.05 -0.67 -0.04
N 0.90353 -0.56625 3.39051 -0.28 0.21 -0.18
C -0.14674 0.19870 3.06315 -0.10 -0.09 0.13
N -1.07153 0.46096 3.98307 0.40 0.01 -0.42
O -0.21945 0.63110 1.84291 -0.27 -0.11 -0.33
H 1.01714 -0.90465 4.33807 0.15 0.02 -0.28
H 1.61300 -0.76255 2.69598 -0.24 0.07 0.40
H -1.83046 1.11334 3.76558 0.34 -0.36 0.20
H -0.93151 0.12548 4.92972 -0.25 0.21 -0.20
```
Forces are in eV/Å.

E_LUMO (alpha / beta) ... -11.08 / -10.68 eV
Total energy ... -1952.7348 hartree
Spin multiplicity ... 1
Total charge ... +2
Energy relative to the best compared isomer or geometry (same formula, charge and spin) ... 64.8 kcal per mole

---

A molecular structure, C7H16BBr6Na2O3 at a distorted geometry. Source: the OMol25 dataset; level of theory: wB97M-V/def2-TZVPD.

```
35
Properties=species:S:1:pos:R:3:forces:R:3
Na -0.50715 2.03487 2.97246 0.92 0.57 0.58
Na 2.82760 1.87971 1.40428 -0.36 0.65 1.27
C 1.85434 2.97539 3.93314 -0.60 -0.89 -1.73
O 0.98345 3.84765 3.50838 0.06 -0.12 0.26
O 3.12030 3.14097 3.75789 -0.06 -0.04 -0.30
O 1.39490 1.80495 4.30037 -0.10 0.05 0.14
B 0.23141 1.14017 0.62712 0.20 0.45 -0.98
H 0.89688 1.06873 1.58429 0.62 -0.56 1.05
H 0.35450 2.28937 0.25206 -0.16 0.20 -0.20
H 0.63046 0.38471 -0.22811 0.03 -0.22 -0.12
H -0.90719 0.90587 0.91655 -0.62 -0.15 0.13
Br 1.85584 -3.09680 3.30693 -0.05 -0.10 -0.05
C 1.34660 -3.53634 1.47100 -0.03 -0.14 0.30
C 1.63772 -2.31823 0.64649 0.00 0.35 0.29
Br 1.06935 -2.54925 -1.19890 0.13 -0.11 0.01
H 0.29310 -3.79519 1.49189 -0.03 0.05 -0.03
H 1.93252 -4.40661 1.19703 0.02 0.02 -0.13
H 2.69869 -2.08598 0.68700 0.04 -0.08 -0.34
H 1.10622 -1.44910 1.02578 -0.12 -0.01 -0.12
Br 0.86829 3.81096 -3.25852 0.07 -0.06 -0.18
C 1.05488 1.94171 -2.79789 0.62 -0.43 1.24
C -0.19772 1.13724 -3.03304 0.34 0.15 -0.17
Br -0.27960 0.40850 -4.84014 -0.05 0.37 -0.13
H 1.26080 1.90550 -1.71662 -0.45 0.31 -0.29
H 1.97614 1.54952 -3.22155 -0.28 0.01 -0.62
H -1.04708 1.77801 -2.81222 -0.25 -0.26 -0.31
H -0.22791 0.25646 -2.40522 0.14 -0.01 0.23
Br -2.81812 -1.56213 -3.13053 0.07 -0.15 0.22
C -2.54471 -1.50912 -1.20137 -0.22 0.02 -0.01
C -3.80313 -1.07844 -0.50912 -0.52 0.18 0.45
Br -5.10011 -2.53339 -0.37597 -0.02 0.01 -0.11
H -1.74178 -0.80538 -1.00979 0.09 0.11 0.01
H -2.24692 -2.49992 -0.87581 0.11 -0.03 -0.11
H -4.32115 -0.25628 -0.99341 0.10 -0.07 -0.22
H -3.65141 -0.77816 0.52556 0.37 -0.12 -0.02
```
Forces are in eV/Å.

E_LUMO ... 1.55 eV
Total energy ... -16295.6974 hartree
Spin multiplicity ... 1
Total charge ... -1

---

A molecular structure, C7H16Br2Cl5GaOP at a distorted geometry. Source: the OMol25 dataset; level of theory: wB97M-V/def2-TZVPD.

```
33
Properties=species:S:1:pos:R:3:forces:R:3
C -0.48945 0.83455 0.98503 0.08 0.16 -0.47
C -0.79122 -0.12279 -0.14610 -0.69 0.34 0.41
Br 0.42574 0.32488 -1.65866 0.27 -0.19 -0.02
C -2.22018 -0.14630 -0.58711 -0.03 0.13 0.23
Br -2.94151 1.68658 -0.79636 0.04 -0.02 -0.22
Ga -3.41352 -1.27695 0.65015 -0.39 -0.95 0.11
P -4.97413 0.15128 1.75261 0.47 0.70 0.10
O -6.06863 0.43486 0.52117 -0.09 0.09 -0.23
Cl -6.07292 -1.10501 3.03634 -0.07 -0.15 -0.21
H -0.28828 1.80072 0.55161 0.08 0.45 0.06
H 0.37714 0.51746 1.54247 0.25 -0.07 0.30
H -1.35599 0.94770 1.62034 -0.18 -0.18 0.37
H -0.56425 -1.12458 0.17964 0.40 -0.47 -0.33
H -2.27051 -0.57856 -1.57343 -0.23 -0.04 -0.29
H -2.53425 -2.09162 1.72489 0.14 0.28 0.01
H -4.17350 -2.36756 -0.26005 0.02 0.22 -0.04
H -6.05357 1.38230 0.31711 -0.10 -0.34 0.26
Cl 1.47138 2.19965 -5.97916 0.01 0.03 -0.01
C 2.77367 0.98637 -5.90316 0.03 -0.05 -0.07
C 2.85896 0.32128 -4.55392 -0.03 -0.10 0.05
Cl 3.41183 1.43937 -3.28482 0.09 0.05 -0.05
H 3.70612 1.48314 -6.15828 0.00 0.05 0.03
H 2.55585 0.23866 -6.66416 -0.03 -0.02 0.02
H 3.57859 -0.49484 -4.59588 0.03 0.02 -0.03
H 1.89664 -0.07976 -4.24391 -0.03 0.06 0.03
Cl 0.57898 -0.60227 4.57663 0.00 0.02 0.01
C 2.13852 -1.19361 3.96001 -0.06 -0.08 -0.04
C 3.29609 -0.35224 4.43117 0.09 -0.05 0.02
Cl 3.28415 1.27715 3.70953 0.00 0.02 0.01
H 2.08062 -1.21602 2.87446 -0.02 0.05 -0.01
H 2.25842 -2.21330 4.32256 0.02 0.00 0.03
H 4.23321 -0.82262 4.13747 -0.01 0.00 -0.04
H 3.28600 -0.23789 5.51182 -0.05 0.04 0.01
```
Forces are in eV/Å.

E_LUMO ... 2.32 eV
Total energy ... -10066.7725 hartree
Spin multiplicity ... 1
Total charge ... -1

---

3 unconnected molecules or ions with the total composition C7H16BrN2 at a distorted geometry. Source: the OMol25 dataset; level of theory: wB97M-V/def2-TZVPD.

```
26
Properties=species:S:1:pos:R:3:forces:R:3
C 0.66955 -1.50149 -1.64630 1.59 -1.31 -0.76
C -0.54784 -0.78945 -2.19825 0.99 1.50 0.51
C 0.80683 -1.34176 -0.15297 -0.29 0.49 -1.37
C -0.30656 0.73166 -1.82910 1.47 -1.76 -0.18
C 0.71599 0.10184 0.28668 0.86 -0.93 2.47
C -1.74553 2.04850 2.91697 0.50 -1.57 -1.73
C -1.32779 1.24111 0.30660 -2.51 1.58 3.06
N -0.40089 0.75115 -0.35333 1.23 0.13 -1.49
N -2.17013 0.97132 3.55647 -0.10 0.97 -0.32
Br 4.33324 0.17615 -1.66985 -0.33 -0.09 -0.30
H 0.85980 -2.56615 -1.94600 -1.06 0.63 0.33
H 1.61712 -1.10292 -2.01288 -0.17 0.64 -0.58
H -0.73133 -0.93946 -3.25857 -0.14 -0.08 0.11
H -1.35709 -1.05518 -1.53803 -0.90 -0.46 -0.47
H 0.14662 -1.98572 0.35799 -1.35 -0.40 0.76
H 1.74067 -1.72141 0.09423 1.99 -0.52 0.65
H 0.74301 1.00398 -2.06228 -0.48 -0.17 -0.02
H -0.90923 1.46801 -2.30465 -0.97 0.36 0.01
H 0.56708 -0.02272 1.42907 0.01 1.11 -1.81
H 1.63261 0.69522 0.09268 -0.41 -0.49 -0.01
H -0.64932 2.11441 2.83468 -0.74 0.37 0.16
H -2.36215 2.80885 2.33618 0.49 -1.16 1.57
H -2.15418 1.66796 -0.25127 0.03 0.07 -0.75
H -1.46243 0.23843 3.79157 -1.21 1.01 0.01
H 5.27373 0.46994 -0.67139 0.31 0.10 0.32
H -3.18317 0.78604 3.68535 1.19 -0.02 -0.18
```
Forces are in eV/Å.

E_LUMO (alpha / beta) ... -4.12 / -4.12 eV
Total energy ... -2959.4758 hartree
Spin multiplicity ... 1
Total charge ... +1
Energy relative to the best compared isomer or geometry (same formula, charge and spin) ... 57.5 kcal per mole